(a)
A 3-piece molecular cluster, C5H16O2 overall. Source: the Open Molecules 2025 dataset; level of theory: ωB97M-V/def2-TZVPD.

Values from the calculation:
**2S+1**: 1
**Structure (SMILES)**: CCC(C)C.O.O
**LUMO level**: 0.0189 hartree

Last column: Mulliken charge in e.
Atoms and positions in Å:
1 C 1.920 0.489 -1.989  -0.91
2 C 2.397 1.389 -0.744  -0.64
3 C 1.133 1.922 0.009  0.53
4 C 1.704 2.786 1.138  -1.23
5 C 0.424 0.686 0.567  -1.41
6 H 2.593 0.641 -2.990  0.27
7 H 1.854 -0.778 -1.716  0.21
8 H 0.824 0.711 -2.360  0.25
9 H 2.911 0.639 -0.096  0.27
10 H 3.153 2.167 -0.849  0.40
11 H 0.420 2.605 -0.786  0.29
12 H 1.834 2.070 2.033  0.28
13 H 1.033 3.557 1.595  0.32
14 H 2.705 3.180 0.848  0.32
15 H -0.324 0.245 -0.042  0.32
16 H -0.046 0.829 1.562  0.38
17 H 1.333 0.189 0.936  0.36
18 H -5.301 -0.349 0.214  0.30
19 H -4.927 0.822 1.070  0.32
20 O -5.401 -0.009 1.054  -0.62
21 H -0.481 -6.232 0.529  0.32
22 H -1.605 -5.386 0.204  0.32
23 O -1.029 -6.059 -0.309  -0.65

---

(b)
A 3-piece molecular cluster, C5H16O2 overall. Source: the Open Molecules 2025 dataset; level of theory: ωB97M-V/def2-TZVPD.

Values from the calculation:
**2S+1**: 1
**Structure (SMILES)**: CCCCC.O.O
**LUMO level**: 0.0276 hartree

Last column: Mulliken charge in e.
Atoms and positions in Å:
1 C 0.454 -1.082 -0.492  0.06
2 C -0.171 -1.699 0.795  -0.78
3 C -1.235 -0.757 1.366  -0.34
4 C -0.624 0.414 2.142  -1.07
5 C -0.285 -1.524 -1.752  -1.33
6 H 0.444 0.006 -0.497  -0.06
7 H 1.496 -1.412 -0.557  0.33
8 H 0.646 -1.891 1.481  0.36
9 H -0.582 -2.664 0.484  0.36
10 H -1.880 -1.297 2.050  0.32
11 H -1.844 -0.421 0.526  0.26
12 H 0.416 0.223 2.413  0.32
13 H -0.669 1.382 1.646  0.22
14 H -1.079 0.534 3.130  0.34
15 H -0.446 -2.591 -1.902  0.39
16 H -1.312 -1.154 -1.685  0.31
17 H 0.102 -1.037 -2.629  0.34
18 H 0.899 2.841 -2.603  0.33
19 H -0.138 1.794 -3.127  0.31
20 O -0.027 2.590 -2.591  -0.64
21 H 1.482 1.933 0.605  0.32
22 H 2.068 3.362 0.707  0.31
23 O 2.286 2.452 0.491  -0.66

---

Going by the energies, (b) is most stable and the next is 55.1 kcal/mol up.

---

(a)
One molecule with the formula C4H11N3S. Source: the Open Molecules 2025 dataset; level of theory: ωB97M-V/def2-TZVPD.

Values from the calculation:
**2S+1**: 1
**Structure (SMILES)**: CN/N=C(/C)NSC
**LUMO level**: 0.0322 hartree

Last column: Mulliken charge in e.
Atoms and positions in Å:
1 C 0.180 2.018 0.408  -0.71
2 C 0.992 -0.781 -0.278  0.64
3 C 2.214 -1.688 -0.005  -1.15
4 C -2.715 -0.047 0.027  -0.70
5 H -0.568 1.413 1.031  0.18
6 H -0.296 3.040 0.249  0.32
7 H 1.226 2.026 1.039  0.27
8 H 0.590 2.047 -1.613  0.27
9 H 1.988 -2.739 -0.362  0.31
10 H 3.026 -1.363 -0.665  0.35
11 H 2.564 -1.647 1.002  0.30
12 H -0.128 -1.995 0.947  0.33
13 H -2.535 0.912 -0.496  0.21
14 H -2.510 0.022 1.119  0.24
15 H -3.757 -0.422 -0.259  0.31
16 N 0.255 1.364 -0.960  -0.26
17 N 1.255 0.286 -0.883  -0.55
18 N -0.165 -1.148 0.314  -0.33
19 S -1.617 -1.297 -0.614  0.00

---

(b)
One molecule with the formula C4H11N3S. Source: the Open Molecules 2025 dataset; level of theory: ωB97M-V/def2-TZVPD.

Values from the calculation:
**2S+1**: 1
**Structure (SMILES)**: C[C@H]1CNS(=N)(=N)C1
**LUMO level**: 0.0307 hartree

Last column: Mulliken charge in e.
Atoms and positions in Å:
1 C -1.329 0.143 0.854  -0.75
2 C 0.988 0.378 0.617  -0.92
3 C -0.256 1.033 0.050  0.07
4 C -0.200 0.661 -1.443  -1.28
5 N 0.916 -1.849 2.190  -0.74
6 N 1.014 -2.475 -0.446  -0.65
7 N -1.003 -1.186 0.602  -0.41
8 S 0.652 -1.442 0.710  0.77
9 H -1.169 0.324 1.953  0.37
10 H -2.332 0.380 0.701  0.46
11 H 1.891 0.538 0.011  0.40
12 H 1.160 0.590 1.694  0.37
13 H -0.340 2.082 0.246  0.45
14 H -0.037 -0.372 -1.501  0.34
15 H 0.484 1.216 -2.126  0.34
16 H -1.210 0.725 -1.782  0.39
17 H 1.590 -2.599 2.349  0.21
18 H 1.754 -3.191 -0.227  0.23
19 H -1.396 -1.962 1.146  0.33

---

Going by the energies, (a) is most stable and the next is 28.9 kcal/mol up.

---

(a)
A 12-piece molecular cluster, H24O12 overall. Source: the Open Molecules 2025 dataset; level of theory: ωB97M-V/def2-TZVPD.

Values from the calculation:
**2S+1**: 1
**Structure (SMILES)**: O.O.O.O.O.O.O.O.O.O.O.O
**LUMO level**: -0.0095 hartree

Last column: Mulliken charge in e.
Atoms and positions in Å:
1 H 0.260 -0.123 1.086  0.23
2 H 0.341 0.043 -0.405  0.14
3 H 1.175 -0.710 -4.680  0.30
4 H 1.656 -0.101 -3.433  0.30
5 H -2.096 1.827 0.960  0.25
6 H -3.291 1.629 1.674  0.23
7 H 1.264 -0.738 3.330  0.27
8 H 1.999 -1.961 3.766  0.29
9 H -2.980 -0.137 -1.706  0.35
10 H -2.842 -1.595 -1.256  0.30
11 H 1.921 2.970 -0.108  0.29
12 H 1.319 3.246 1.272  0.26
13 H -1.807 -1.384 -3.295  0.36
14 H -2.333 -0.374 -4.274  0.27
15 H -1.560 -0.788 4.462  0.30
16 H -2.491 0.122 5.239  0.31
17 H -1.936 -0.121 0.183  0.55
18 H -2.072 -0.391 1.566  0.25
19 H -0.227 0.383 -2.310  0.21
20 H -1.141 0.764 -3.379  0.29
21 H 5.582 2.033 -0.781  0.32
22 H 4.146 1.509 -0.843  0.29
23 H 4.031 -1.735 1.371  0.27
24 H 3.043 -2.889 1.272  0.29
25 O -0.170 -0.396 0.293  -0.39
26 O 0.836 -0.116 -3.937  -0.60
27 O -2.654 1.101 1.294  -0.54
28 O 2.059 -1.211 3.127  -0.52
29 O -3.302 -0.745 -1.077  -0.63
30 O 1.425 2.633 0.628  -0.54
31 O -2.615 -0.931 -3.452  -0.68
32 O -2.563 -0.639 4.683  -0.62
33 O -1.987 -0.871 0.790  -0.70
34 O -1.114 0.318 -2.533  -0.52
35 O 5.021 1.254 -0.956  -0.61
36 O 3.103 -1.877 1.430  -0.56

---

(b)
A 12-piece molecular cluster, H24O12 overall. Source: the Open Molecules 2025 dataset; level of theory: ωB97M-V/def2-TZVPD.

Values from the calculation:
**2S+1**: 1
**Structure (SMILES)**: O.O.O.O.O.O.O.O.O.O.O.O
**LUMO level**: -0.0176 hartree

Last column: Mulliken charge in e.
Atoms and positions in Å:
1 H -0.778 0.181 -0.697  0.27
2 H 0.475 -0.126 -0.086  0.46
3 H -2.639 -2.008 -1.830  0.34
4 H -1.746 -0.828 -1.696  0.20
5 H 3.693 0.440 -2.021  0.31
6 H 4.538 -0.734 -2.573  0.32
7 H 0.626 3.917 -0.196  0.31
8 H 1.881 4.510 0.394  0.34
9 H -1.352 -2.805 1.309  0.27
10 H 0.111 -2.345 0.782  0.31
11 H -4.173 3.002 -1.509  0.28
12 H -2.947 3.828 -1.216  0.31
13 H -3.084 -0.605 2.607  0.32
14 H -3.618 -1.834 3.551  0.29
15 H 0.561 -3.666 -2.099  0.33
16 H 1.809 -2.904 -2.160  0.30
17 H 2.474 2.269 2.313  0.33
18 H 2.949 2.547 0.897  0.22
19 H 1.923 -2.311 2.437  0.29
20 H 1.579 -1.058 3.059  0.25
21 H 2.181 0.557 -0.148  0.22
22 H 1.555 0.454 1.319  0.26
23 H -5.050 0.422 -1.228  0.31
24 H -3.546 0.229 -1.186  0.27
25 O 0.157 0.084 -0.929  -0.64
26 O -2.006 -1.532 -2.353  -0.59
27 O 4.482 -0.087 -1.807  -0.62
28 O 1.091 4.817 -0.042  -0.63
29 O -0.506 -2.499 1.573  -0.58
30 O -3.598 3.182 -0.855  -0.58
31 O -3.073 -1.622 2.782  -0.61
32 O 1.504 -3.793 -2.360  -0.62
33 O 3.279 2.341 1.750  -0.57
34 O 1.129 -1.751 2.472  -0.54
35 O 2.060 -0.010 0.580  -0.57
36 O -4.199 0.730 -0.813  -0.58

---

Going by the energies, (b) is most stable and the next is 90.5 kcal/mol up.

---

(a)
A 12-piece molecular cluster, H24O12 overall. Source: the Open Molecules 2025 dataset; level of theory: ωB97M-V/def2-TZVPD.

Values from the calculation:
**2S+1**: 1
**Structure (SMILES)**: O.O.O.O.O.O.O.O.O.O.O.O
**LUMO level**: -0.0089 hartree

Last column: Mulliken charge in e.
Atoms and positions in Å:
1 H 0.101 -1.386 -0.295  0.29
2 H -0.277 -0.435 -1.313  0.23
3 H -1.019 -0.187 2.859  0.30
4 H -1.084 0.730 1.728  0.14
5 H 0.116 -2.235 -3.730  0.30
6 H -0.429 -3.292 -2.656  0.29
7 H 2.727 0.469 1.589  0.30
8 H 3.816 0.377 0.594  0.25
9 H 2.484 -4.925 2.433  0.31
10 H 2.751 -5.499 0.946  0.31
11 H -1.887 3.096 -2.014  0.27
12 H -1.330 3.553 -0.682  0.28
13 H 1.003 2.912 0.689  0.23
14 H 1.114 2.757 2.194  0.32
15 H -1.210 -2.010 0.401  0.36
16 H -2.139 -2.278 1.715  0.20
17 H -4.216 2.558 1.605  0.28
18 H -2.772 2.157 1.879  0.26
19 H 1.266 -0.335 1.214  0.27
20 H 1.615 -1.704 1.688  0.30
21 H -1.008 1.217 -4.467  0.29
22 H -2.298 1.238 -3.915  0.29
23 H 1.239 2.419 -0.893  0.25
24 H 2.492 1.622 -0.840  0.30
25 O -0.585 -0.802 -0.460  -0.60
26 O -1.610 0.004 2.066  -0.50
27 O -0.624 -2.560 -3.215  -0.59
28 O 3.114 -0.145 0.916  -0.58
29 O 2.531 -4.678 1.495  -0.61
30 O -1.952 2.956 -1.068  -0.53
31 O 1.662 2.803 1.404  -0.58
32 O -1.679 -1.600 1.101  -0.43
33 O -3.602 1.863 1.323  -0.57
34 O 1.300 -1.274 0.914  -0.54
35 O -1.438 0.744 -3.808  -0.57
36 O 1.829 1.870 -1.395  -0.53

---

(b)
A 12-piece molecular cluster, H24O12 overall. Source: the Open Molecules 2025 dataset; level of theory: ωB97M-V/def2-TZVPD.

Values from the calculation:
**2S+1**: 1
**Structure (SMILES)**: O.O.O.O.O.O.O.O.O.O.O.O
**LUMO level**: -0.0133 hartree

Last column: Mulliken charge in e.
Atoms and positions in Å:
1 O 1.383 -1.715 -0.518  -0.47
2 H 2.353 -1.740 -0.568  0.29
3 H 1.371 -2.684 -0.627  0.25
4 O 3.173 -3.035 2.136  -0.62
5 H 2.253 -3.113 2.392  0.34
6 H 3.290 -3.535 1.337  0.27
7 O -2.994 0.226 -2.091  -0.65
8 H -3.060 -0.002 -1.157  0.31
9 H -2.374 0.964 -2.055  0.34
10 O -0.768 -2.704 1.825  -0.59
11 H -0.948 -2.692 0.881  0.27
12 H -0.722 -1.803 2.132  0.31
13 O -1.852 2.168 -0.246  -0.57
14 H -1.495 1.598 0.453  0.29
15 H -2.438 2.700 0.304  0.28
16 O -1.607 -3.976 -1.003  -0.63
17 H -1.053 -4.366 -1.699  0.31
18 H -1.781 -3.159 -1.505  0.31
19 O -0.028 2.601 -2.220  -0.58
20 H 0.300 2.262 -3.040  0.27
21 H -0.864 2.164 -2.097  0.27
22 O 1.260 1.325 3.517  -0.63
23 H 0.943 2.054 2.988  0.31
24 H 1.935 0.893 2.988  0.32
25 O 1.938 1.066 -0.631  -0.56
26 H 1.311 0.953 -1.371  0.28
27 H 2.602 0.673 -1.224  0.29
28 O 0.740 4.619 0.652  -0.64
29 H 0.604 3.750 0.259  0.33
30 H 0.121 5.146 0.159  0.30
31 O 1.518 -0.304 -3.261  -0.58
32 H 0.568 -0.418 -3.357  0.28
33 H 1.773 -1.021 -3.859  0.27
34 O -2.290 0.551 3.186  -0.56
35 H -2.916 0.907 3.817  0.29
36 H -2.248 -0.353 3.503  0.29

---

Going by the energies, (b) is most stable and the next is 133.6 kcal/mol up.